{
  "formula": "C26H31CaN4O3SeSi",
  "method": "ωB97M-V/def2-TZVPD",
  "total_charge": 1,
  "de_lowest_ev": 0.228,
  "e_lumo_ev": -3.36,
  "symbols": ["Se", "Ca", "Si", "O", "O", "O", "N", "N", "N", "N", "C", "C", "C", "C", "C", "C", "C", "C", "C", "C", "C", "C", "C", "C", "C", "C", "C", "C", "C", "C", "C", "C", "C", "C", "C", "C", "H", "H", "H", "H", "H", "H", "H", "H", "H", "H", "H", "H", "H", "H", "H", "H", "H", "H", "H", "H", "H", "H", "H", "H", "H", "H", "H", "H", "H", "H", "H"],
  "xyz": [[-7.887110, 0.724656, -0.036756], [0.247160, 0.686101, -0.430753], [2.025487, -1.594710, -0.545309], [0.235361, 1.285178, 1.887826], [1.130436, 2.938719, -0.135025], [3.592434, 1.659126, -0.367669], [-1.881416, 2.075465, -0.765230], [-6.644481, -0.531387, 0.187891], [-1.830324, -0.567352, -0.100493], [-6.692429, 1.993025, -0.405835], [-3.035789, 0.028410, -0.174841], [0.238533, 0.234183, 2.863553], [-0.023203, -4.923031, -2.022541], [-4.274041, 2.151136, -0.613476], [1.179439, 2.313324, 2.189735], [1.285436, -3.348189, -0.697873], [3.564273, 3.061850, -0.329744], [0.676503, -5.533117, 0.187332], [-5.515148, 1.433053, -0.354605], [-4.142139, -2.036020, 0.365631], [3.365621, -1.576331, -1.902566], [-4.263160, 3.503509, -0.954768], [2.969612, -1.651421, 1.126332], [0.007097, -5.847992, -0.984899], [-3.056664, 4.117936, -1.201028], [-2.908030, -2.638059, 0.429179], [0.601612, -3.694783, -1.870869], [-1.774732, -1.863793, 0.192221], [1.308907, -4.301043, 0.323028], [-1.895640, 3.361788, -1.094176], [4.877318, 1.143437, -0.039234], [0.950383, 3.428117, 1.200855], [-4.217248, -0.673808, 0.059091], [-5.487999, 0.033198, -0.025842], [-3.059470, 1.464153, -0.526612], [2.227280, 3.510996, -0.861637], [5.160174, 1.427896, 0.979765], [1.629429, 4.258732, 1.397036], [2.920284, -1.869653, -2.856912], [0.551494, -2.979407, -2.688354], [3.802833, -0.586153, -2.046967], [4.171165, -2.284976, -1.689257], [-5.056452, -2.586806, 0.542359], [2.320370, -2.022145, 1.924953], [-0.060337, 0.631590, 3.834662], [1.835586, -4.088863, 1.246469], [-0.478208, -6.809397, -1.095147], [-0.787791, -2.310733, 0.223907], [-0.485371, -0.508948, 2.537043], [-2.999862, 5.161689, -1.474779], [-0.928035, 3.813351, -1.279211], [1.227141, -0.221561, 2.932047], [2.196188, 1.914437, 2.101204], [5.631556, 1.516921, -0.737369], [-0.532998, -5.161727, -2.948061], [4.350972, 3.495939, -0.959790], [-2.794343, -3.690063, 0.649648], [-0.077112, 3.789789, 1.281470], [3.843431, -2.310380, 1.094864], [2.146398, 4.600697, -0.849458], [0.716935, -6.252247, 0.996409], [-5.200980, 4.038445, -1.023365], [2.107755, 3.163629, -1.888302], [1.023095, 2.670971, 3.211115], [3.734544, 3.429422, 0.693133], [3.316138, -0.659315, 1.430658], [4.822155, 0.062529, -0.110695]],
  "atomic_forces_ev_per_a": [[0.101, 0.011, 0.041], [-0.135, 0.351, -0.023], [0.267, -0.229, 0.017], [0.102, -0.056, 0.036], [-0.058, 0.018, 0.008], [-0.006, -0.002, 0.018], [-0.102, -0.142, -0.022], [-0.111, 0.015, -0.046], [-0.121, -0.100, 0.042], [-0.109, -0.039, -0.029], [0.065, 0.042, -0.015], [-0.012, 0.021, 0.010], [-0.001, 0.006, 0.010], [0.072, 0.021, 0.000], [0.015, -0.022, -0.009], [-0.054, 0.032, -0.037], [0.026, 0.017, 0.007], [-0.006, -0.007, 0.005], [0.010, -0.063, 0.031], [0.026, 0.029, -0.014], [-0.013, -0.020, -0.008], [0.030, -0.017, -0.001], [0.017, -0.026, -0.019], [-0.008, -0.012, -0.013], [-0.030, 0.011, 0.002], [-0.005, -0.010, 0.007], [-0.014, 0.029, 0.015], [-0.014, 0.015, -0.031], [-0.016, 0.024, 0.018], [0.062, 0.000, -0.009], [0.004, 0.001, 0.013], [-0.018, 0.016, -0.008], [0.056, -0.022, 0.007], [0.009, 0.066, 0.007], [-0.030, 0.029, -0.004], [0.006, -0.012, -0.016], [0.000, 0.002, -0.004], [0.008, -0.003, 0.013], [0.009, 0.003, 0.001], [0.007, -0.015, -0.001], [-0.005, -0.008, -0.004], [-0.005, 0.003, 0.010], [-0.004, 0.004, -0.003], [-0.003, 0.019, 0.007], [-0.004, 0.009, 0.000], [0.003, -0.013, 0.000], [0.000, 0.005, -0.003], [0.019, -0.011, -0.012], [0.005, -0.004, 0.004], [0.001, -0.003, 0.000], [-0.006, 0.003, 0.001], [0.007, 0.001, -0.001], [-0.007, -0.008, 0.018], [-0.006, 0.006, -0.004], [-0.001, -0.004, 0.006], [-0.003, -0.001, -0.016], [-0.009, 0.004, 0.001], [0.003, 0.006, 0.001], [-0.010, 0.000, -0.017], [0.009, 0.007, 0.012], [0.004, 0.001, -0.001], [-0.005, -0.007, 0.001], [0.012, 0.015, -0.006], [-0.019, 0.036, 0.002], [-0.008, -0.010, -0.002], [-0.007, -0.012, 0.010], [0.009, 0.001, -0.003]],
  "nbo_charge": [0.981, 1.647, 0.568, -0.616, -0.619, -0.555, -0.530, -0.590, -0.575, -0.608, 0.249, -0.260, -0.222, -0.105, -0.099, -0.450, -0.099, -0.212, 0.172, -0.096, -1.083, -0.095, -1.098, -0.229, -0.244, -0.236, -0.172, 0.069, -0.234, 0.057, -0.256, -0.097, -0.110, 0.104, 0.166, -0.081, 0.173, 0.207, 0.231, 0.192, 0.215, 0.225, 0.250, 0.216, 0.193, 0.206, 0.216, 0.245, 0.205, 0.240, 0.205, 0.202, 0.198, 0.182, 0.212, 0.197, 0.248, 0.206, 0.231, 0.195, 0.214, 0.251, 0.205, 0.203, 0.169, 0.208, 0.219]
}

---

{
  "formula": "C26H31N3O3S",
  "method": "ωB97M-V/def2-TZVPD",
  "total_charge": 0,
  "smiles": "CCc1ccc(/C=C2/Sc3ccccc3N(CC(=O)NCCCN3CCOCC3)C2=O)cc1",
  "de_lowest_ev": 0.410,
  "e_lumo_ev": 0.15,
  "symbols": ["S", "O", "O", "O", "N", "N", "N", "C", "C", "C", "C", "C", "C", "C", "C", "C", "C", "C", "C", "C", "C", "C", "C", "C", "C", "C", "C", "C", "C", "C", "C", "C", "C", "H", "H", "H", "H", "H", "H", "H", "H", "H", "H", "H", "H", "H", "H", "H", "H", "H", "H", "H", "H", "H", "H", "H", "H", "H", "H", "H", "H", "H", "H", "H"],
  "xyz": [[-0.525065, 4.465064, -0.650634], [-0.051243, 0.712910, 0.054586], [1.855404, -2.581234, 0.207057], [-4.377930, 0.021341, 0.971617], [-2.253521, -0.167572, 1.737666], [-0.068844, -1.990502, 2.233181], [-1.955334, 1.682751, -0.636982], [-0.785497, -2.269644, 3.469033], [2.397394, -0.687956, -2.341179], [3.688240, -0.809873, -1.838547], [-4.444817, 5.068142, -0.974404], [4.246820, 0.279268, -1.183651], [4.458172, -2.082094, -2.034145], [1.670976, 0.469626, -2.160226], [0.188238, 2.865679, -0.838724], [-4.160609, 2.685878, -0.845414], [-2.245049, 4.109725, -0.781231], [2.217627, 1.548906, -1.466174], [-3.077798, 5.218749, -0.880725], [-2.610831, -0.537805, 3.085295], [-0.601127, 1.693839, -0.426842], [4.976655, -2.197844, -3.468600], [-2.566518, 0.362373, -0.583797], [0.474856, -2.652802, -0.052447], [2.093404, -1.577548, 1.168776], [3.529349, 1.446493, -1.007806], [1.470529, 2.777164, -1.235529], [-2.770829, 2.814161, -0.775052], [-4.981500, 3.791802, -0.950225], [-3.175393, 0.044338, 0.791307], [-2.288283, -2.003406, 3.382619], [-0.309947, -3.000089, 1.213351], [1.363777, -1.888933, 2.474737], [0.673202, 0.551071, -2.568616], [-1.269534, -0.245695, 1.492241], [1.762744, -2.829705, 2.895898], [-3.685494, -0.365857, 3.187987], [0.337179, -3.426380, -0.810735], [-2.624895, 6.198442, -0.880949], [5.526517, -3.126927, -3.600489], [-5.081995, 5.934640, -1.054316], [-2.749781, -2.630888, 2.619770], [5.640120, -1.366707, -3.699024], [-2.074065, 0.108979, 3.786272], [1.543681, -1.081262, 3.187633], [5.255371, 0.211704, -0.800140], [3.805578, -2.927800, -1.809081], [-1.375085, -3.029742, 0.977405], [-6.049601, 3.649011, -1.000311], [1.955002, -1.519797, -2.869850], [-0.367143, -1.616909, 4.240744], [3.172365, -1.551178, 1.328188], [-1.778801, -0.365303, -0.795157], [-0.624157, -3.314477, 3.792661], [-2.731847, -2.269203, 4.343751], [0.001931, -4.000754, 1.565302], [4.151015, -2.180635, -4.176137], [0.131579, -1.683988, -0.440120], [-3.336043, 0.287516, -1.353366], [-4.626325, 1.718490, -0.776494], [1.751931, -0.608898, 0.783441], [5.302466, -2.111489, -1.342942], [2.009768, 3.702588, -1.398069], [3.973010, 2.280247, -0.482387]],
  "atomic_forces_ev_per_a": [[-0.075, -0.136, 0.182], [-0.068, 0.164, -0.036], [0.092, -0.259, -0.054], [-0.465, -0.082, -0.039], [0.330, -0.030, 0.191], [0.138, -0.002, 0.086], [0.238, -0.271, -0.064], [-0.256, -0.120, 0.054], [-0.026, 0.079, 0.022], [0.090, 0.012, 0.149], [-0.052, -0.016, 0.032], [0.048, -0.162, -0.047], [0.020, 0.013, -0.203], [0.127, 0.091, -0.076], [0.552, 0.694, -0.294], [0.055, -0.110, -0.030], [0.274, -0.046, -0.086], [0.436, -0.323, -0.012], [0.077, -0.185, 0.003], [-0.261, -0.225, 0.156], [0.029, -0.481, 0.275], [0.027, -0.068, 0.186], [-0.198, -0.313, 0.057], [-0.336, -0.152, 0.037], [0.076, 0.199, 0.385], [-0.289, 0.120, -0.055], [-0.749, 0.129, 0.228], [-0.382, 0.668, -0.079], [0.038, 0.110, -0.031], [0.308, 0.167, -0.424], [0.248, 0.250, 0.009], [0.136, 0.064, -0.295], [0.238, 0.046, -0.285], [-0.074, -0.013, -0.020], [-0.191, 0.046, -0.139], [-0.014, 0.054, 0.023], [0.181, 0.054, 0.061], [-0.060, 0.049, 0.033], [0.010, 0.149, -0.033], [0.059, -0.080, -0.085], [-0.063, 0.085, 0.000], [-0.095, -0.056, 0.021], [0.053, 0.060, -0.073], [-0.076, -0.007, 0.025], [0.029, -0.028, 0.024], [0.102, -0.037, 0.044], [0.040, -0.015, 0.089], [-0.011, -0.050, -0.022], [-0.095, -0.031, -0.002], [-0.065, -0.119, -0.059], [0.012, -0.051, 0.026], [-0.043, 0.053, 0.038], [-0.164, 0.132, -0.026], [0.089, 0.076, 0.011], [-0.037, -0.070, 0.006], [-0.061, 0.048, 0.001], [-0.054, 0.004, -0.106], [-0.039, -0.082, -0.028], [0.054, 0.012, 0.167], [-0.004, -0.138, 0.043], [0.099, -0.036, 0.031], [-0.047, -0.044, 0.061], [-0.017, 0.120, -0.098], [0.059, 0.092, 0.041]],
  "nbo_charge": [0.345, -0.630, -0.536, -0.641, -0.636, -0.458, -0.431, -0.211, -0.209, 0.017, -0.216, -0.217, -0.425, -0.195, -0.275, -0.260, -0.215, -0.003, -0.212, -0.226, 0.665, -0.592, -0.304, -0.074, -0.083, -0.211, -0.155, 0.205, -0.189, 0.660, -0.410, -0.258, -0.246, 0.207, 0.455, 0.165, 0.236, 0.190, 0.220, 0.207, 0.218, 0.205, 0.204, 0.190, 0.203, 0.209, 0.222, 0.204, 0.218, 0.210, 0.195, 0.191, 0.241, 0.170, 0.216, 0.171, 0.203, 0.180, 0.226, 0.244, 0.201, 0.204, 0.215, 0.209]
}

---

{
  "formula": "C26H31N3O5",
  "method": "ωB97M-V/def2-TZVPD",
  "total_charge": 0,
  "smiles": "COc1ccc(CNC(=O)[C@H]2CC(=O)N(c3ccc(OCC(=O)N4CCCCC4)cc3)C2)cc1",
  "de_lowest_ev": 0.578,
  "e_lumo_ev": 0.64,
  "symbols": ["O", "O", "O", "O", "O", "N", "N", "N", "C", "C", "C", "C", "C", "C", "C", "C", "C", "C", "C", "C", "C", "C", "C", "C", "C", "C", "C", "C", "C", "C", "C", "C", "C", "C", "H", "H", "H", "H", "H", "H", "H", "H", "H", "H", "H", "H", "H", "H", "H", "H", "H", "H", "H", "H", "H", "H", "H", "H", "H", "H", "H", "H", "H", "H", "H"],
  "xyz": [[-2.514337, -1.347005, 0.328053], [-4.323583, 0.811142, 2.363515], [0.550892, -4.077029, -0.371752], [2.194282, 1.973250, -2.502819], [5.352106, 1.427283, 1.772601], [1.890034, 2.001047, -0.221908], [-4.718134, 0.598221, 0.157251], [4.695746, 0.626795, -0.231013], [-6.244495, -0.432325, -1.439472], [3.733573, 3.168356, -1.032484], [5.107798, -0.745740, 0.001456], [-0.616555, -0.634575, -0.842321], [2.531145, 2.606879, 0.930547], [4.759850, 1.574546, 0.723422], [-4.784425, -0.142928, -1.082406], [-6.898634, 1.640286, -0.215948], [-7.032464, 0.871556, -1.527712], [-0.081953, 1.337582, 1.011099], [1.794188, -2.373238, 0.859937], [-3.476071, -1.170556, 1.345401], [-1.185815, 0.521342, 1.184280], [0.483879, 0.175697, -1.009425], [-4.218487, 0.174073, 1.328761], [2.521133, 2.312531, -1.388067], [1.609936, -3.240642, -0.212027], [-1.461315, -0.471792, 0.255075], [0.762204, 1.178273, -0.081919], [2.932142, -1.589060, 0.921575], [3.966999, 2.855376, 0.439970], [3.701455, -2.497876, -1.147580], [3.903304, -1.646848, -0.067593], [2.574910, -3.288038, -1.219388], [-5.423100, 1.865471, 0.105736], [-0.429687, -4.131703, 0.637683], [2.042699, 3.552269, 1.198102], [-3.023767, -1.272393, 2.340077], [-1.124450, -4.911088, 0.328018], [-4.329750, 0.470024, -1.870434], [1.123557, 0.037630, -1.864197], [-6.282343, -0.967762, -2.388966], [4.580986, 2.955775, -1.682380], [4.439196, -2.549248, -1.935230], [-8.082793, 0.662696, -1.736934], [-0.967853, -3.184821, 0.725543], [-5.304639, 2.349728, 1.076045], [0.105320, 2.111007, 1.739012], [-4.193559, -1.985770, 1.207916], [3.462664, 4.218496, -1.166427], [-6.640138, 1.478236, -2.347337], [-4.960691, 2.488001, -0.668480], [2.496460, 1.934012, 1.789880], [-4.220860, -1.069777, -1.008204], [5.568891, -0.768546, 0.992284], [5.849942, -1.035933, -0.748483], [3.072210, -0.924060, 1.761801], [-7.405827, 2.603362, -0.282321], [-7.356145, 1.069070, 0.594173], [4.140066, 0.772298, -1.058821], [1.061220, -2.298220, 1.647303], [2.415926, -3.958551, -2.048948], [-6.682564, -1.071054, -0.669295], [-1.820742, 0.683045, 2.039822], [-0.835296, -1.414879, -1.553957], [0.006029, -4.400409, 1.605253], [4.444224, 3.666540, 0.991116]],
  "atomic_forces_ev_per_a": [[0.119, -0.035, -0.120], [-0.008, -0.042, 0.343], [0.194, 0.032, -0.255], [-0.022, -0.110, -0.241], [0.094, -0.016, 0.407], [0.066, 0.017, 0.190], [-0.041, 0.252, -0.221], [0.121, -0.202, -0.357], [0.145, 0.249, -0.192], [0.036, -0.065, 0.023], [0.032, -0.078, 0.087], [-0.231, 0.030, 0.203], [0.062, 0.213, 0.266], [-0.112, 0.551, -0.242], [-0.188, -0.507, -0.212], [0.180, 0.087, -0.232], [-0.151, -0.180, 0.238], [0.269, 0.042, -0.232], [-0.232, -0.189, 0.072], [-0.018, -0.017, 0.264], [-0.268, -0.281, 0.066], [-0.034, 0.032, -0.054], [0.289, -0.227, 0.059], [0.157, 0.343, -0.184], [0.278, 0.023, -0.104], [0.200, 0.092, -0.114], [-0.393, -0.147, 0.009], [0.142, -0.079, -0.116], [0.059, -0.012, 0.163], [-0.005, 0.056, 0.150], [0.100, 0.003, -0.011], [-0.308, -0.116, 0.068], [-0.230, 0.291, 0.358], [-0.149, 0.014, 0.191], [0.036, -0.084, 0.063], [-0.111, 0.095, -0.152], [0.013, 0.059, 0.064], [0.033, -0.086, 0.015], [0.065, -0.019, -0.047], [-0.006, -0.072, -0.006], [-0.084, -0.019, -0.048], [0.091, -0.009, -0.092], [-0.007, 0.043, -0.084], [0.021, -0.026, 0.024], [0.037, -0.010, -0.192], [0.039, 0.095, 0.077], [0.072, 0.091, 0.040], [-0.019, -0.012, -0.015], [-0.015, 0.035, -0.077], [-0.003, -0.003, 0.020], [-0.018, 0.059, -0.035], [0.010, 0.147, -0.030], [0.010, -0.014, -0.185], [-0.025, -0.032, 0.133], [0.002, 0.097, 0.123], [-0.035, 0.026, 0.055], [-0.031, 0.021, 0.069], [0.049, 0.045, 0.074], [-0.111, -0.009, 0.065], [-0.023, -0.092, -0.105], [0.004, -0.084, 0.015], [-0.107, 0.002, 0.109], [-0.012, -0.126, -0.099], [0.000, 0.005, -0.028], [-0.028, -0.146, -0.023]],
  "nbo_charge": [-0.521, -0.639, -0.496, -0.602, -0.631, -0.462, -0.431, -0.610, -0.406, -0.513, -0.245, -0.272, -0.198, 0.679, -0.220, -0.405, -0.399, -0.232, -0.317, -0.164, -0.322, -0.210, 0.653, 0.675, 0.312, 0.353, 0.198, -0.128, -0.300, -0.186, -0.091, -0.259, -0.226, -0.257, 0.196, 0.208, 0.198, 0.194, 0.249, 0.213, 0.242, 0.211, 0.212, 0.186, 0.249, 0.217, 0.213, 0.244, 0.195, 0.188, 0.223, 0.231, 0.244, 0.200, 0.207, 0.214, 0.204, 0.400, 0.223, 0.224, 0.198, 0.243, 0.229, 0.175, 0.243]
}

---

no.,energy (eV)
1,-131226.8587
2,-48913.9480
3,-42174.4398